{
  "formula": "C4H14NO5",
  "method": "wB97M-V/def2-TZVPD",
  "species": ["O", "C", "O", "C", "C", "C", "O", "N", "H", "H", "H", "H", "H", "H", "H", "H", "H", "H", "H", "H", "O", "H", "H", "O"],
  "xyz": [[1.982, -0.898, -1.121], [1.628, -0.407, -0.097], [2.320, 0.382, 0.736], [0.182, -0.448, 0.447], [-0.769, -1.626, 0.010], [-0.649, -2.116, -1.394], [-0.592, -2.647, 0.967], [-0.429, 0.875, 0.141], [3.237, 0.470, 0.420], [0.211, -0.667, 1.501], [-1.756, -1.216, 0.204], [-0.890, -1.379, -2.167], [-1.319, -2.929, -1.669], [0.346, -2.359, -1.740], [0.229, -3.119, 0.786], [-1.414, 0.707, 0.170], [-0.310, 1.178, -0.831], [-0.165, 1.689, 0.767], [-1.330, 2.890, 2.491], [-0.261, 3.689, 1.660], [-0.780, 2.881, 1.702], [-2.233, 2.963, -0.716], [-2.164, 2.720, -2.280], [-1.987, 2.346, -1.413]],
  "lowdin_charge": [0.17, -0.47, 0.14, -0.13, -0.37, -0.03, 0.00, 0.20, 0.15, 0.16, 0.15, 0.09, 0.10, 0.08, 0.12, 0.12, 0.15, 0.12, 0.09, 0.09, -0.01, 0.05, 0.07, -0.03],
  "charge": 1,
  "multiplicity": 1,
  "largest_force_ev_per_a": 2.00,
  "gap_ha": 0.4059
}

{
  "formula": "C28H84O14",
  "method": "wB97M-V/def2-TZVPD",
  "species": ["C", "C", "O", "H", "H", "H", "H", "H", "H", "C", "C", "O", "H", "H", "H", "H", "H", "H", "C", "C", "O", "H", "H", "H", "H", "H", "H", "C", "C", "O", "H", "H", "H", "H", "H", "H", "C", "C", "O", "H", "H", "H", "H", "H", "H", "C", "C", "O", "H", "H", "H", "H", "H", "H", "C", "C", "O", "H", "H", "H", "H", "H", "H", "C", "C", "O", "H", "H", "H", "H", "H", "H", "C", "C", "O", "H", "H", "H", "H", "H", "H", "C", "C", "O", "H", "H", "H", "H", "H", "H", "C", "C", "O", "H", "H", "H", "H", "H", "H", "C", "C", "O", "H", "H", "H", "H", "H", "H", "C", "C", "O", "H", "H", "H", "H", "H", "H", "C", "C", "O", "H", "H", "H", "H", "H", "H"],
  "xyz": [[3.137, -3.312, -1.440], [4.534, -3.817, -1.027], [5.177, -4.484, -2.092], [2.471, -4.133, -1.704], [3.323, -2.712, -2.336], [2.670, -2.697, -0.674], [4.368, -4.505, -0.190], [5.153, -2.971, -0.739], [4.568, -5.062, -2.557], [-3.419, -2.357, 0.664], [-2.724, -3.692, 0.538], [-1.862, -3.751, -0.614], [-3.886, -2.158, 1.628], [-4.232, -2.315, -0.063], [-2.690, -1.578, 0.432], [-3.406, -4.542, 0.390], [-2.144, -4.083, 1.384], [-0.972, -3.999, -0.344], [-3.199, 0.981, 2.469], [-4.568, 1.457, 2.040], [-5.399, 0.365, 1.666], [-3.350, 0.286, 3.307], [-2.647, 1.811, 2.909], [-2.640, 0.414, 1.725], [-4.434, 2.142, 1.202], [-4.985, 1.995, 2.896], [-6.317, 0.615, 1.806], [-4.123, -0.071, -3.230], [-4.350, 0.422, -1.829], [-5.648, 0.013, -1.424], [-3.123, 0.247, -3.556], [-4.781, 0.372, -3.978], [-4.053, -1.154, -3.307], [-4.298, 1.511, -1.697], [-3.563, -0.003, -1.191], [-5.777, 0.016, -0.471], [-1.539, 4.135, -4.124], [-0.360, 4.322, -3.189], [0.420, 5.428, -3.666], [-2.393, 4.686, -3.704], [-1.942, 3.116, -4.078], [-1.508, 4.409, -5.174], [0.224, 3.397, -3.190], [-0.661, 4.526, -2.156], [1.340, 5.208, -3.486], [5.461, 0.485, -0.168], [4.978, 1.757, 0.548], [3.618, 1.702, 0.962], [6.476, 0.597, -0.537], [4.788, 0.275, -1.003], [5.307, -0.336, 0.534], [5.136, 2.594, -0.129], [5.530, 1.847, 1.486], [3.569, 1.227, 1.796], [-0.519, 0.979, -0.877], [0.219, -0.016, 0.026], [0.496, 0.643, 1.269], [-1.572, 0.996, -0.594], [-0.393, 0.654, -1.910], [-0.138, 1.997, -0.788], [1.112, -0.341, -0.509], [-0.433, -0.874, 0.188], [1.417, 0.813, 1.475], [-4.094, 5.065, -0.107], [-2.887, 4.233, 0.319], [-2.235, 4.779, 1.459], [-4.939, 4.966, 0.576], [-4.374, 4.732, -1.107], [-3.830, 6.121, -0.154], [-2.182, 4.255, -0.525], [-3.092, 3.166, 0.425], [-1.400, 4.285, 1.478], [0.354, 3.897, 3.880], [1.334, 3.880, 2.725], [0.494, 3.899, 1.534], [0.098, 4.902, 4.215], [0.867, 3.437, 4.738], [-0.565, 3.319, 3.805], [1.903, 2.947, 2.656], [2.065, 4.690, 2.677], [1.143, 3.954, 0.819], [0.194, -2.427, -4.466], [-1.125, -2.294, -3.739], [-0.858, -1.785, -2.431], [0.080, -3.015, -5.378], [1.030, -2.754, -3.849], [0.530, -1.421, -4.747], [-1.660, -3.245, -3.659], [-1.773, -1.607, -4.293], [-1.292, -2.370, -1.788], [0.942, -6.063, 0.574], [1.090, -4.927, 1.577], [0.771, -3.704, 0.945], [1.355, -7.027, 0.871], [1.408, -5.813, -0.381], [-0.122, -6.235, 0.387], [2.143, -4.874, 1.878], [0.469, -5.139, 2.449], [0.356, -3.058, 1.550], [3.040, -1.537, 3.510], [2.553, -0.198, 4.075], [3.540, 0.816, 3.860], [3.392, -2.165, 4.331], [3.904, -1.529, 2.842], [2.238, -2.035, 2.964], [2.435, -0.374, 5.149], [1.581, 0.110, 3.676], [3.607, 1.331, 4.669], [-0.807, -3.270, 4.562], [-1.005, -1.938, 3.904], [-0.301, -1.889, 2.659], [-1.283, -4.056, 3.957], [-1.460, -3.441, 5.425], [0.217, -3.551, 4.794], [-0.628, -1.102, 4.506], [-2.066, -1.749, 3.698], [-0.285, -0.972, 2.352], [2.155, 1.495, -3.665], [3.578, 1.511, -4.143], [3.899, 2.826, -4.634], [1.503, 2.004, -4.376], [1.997, 1.925, -2.672], [1.816, 0.467, -3.501], [3.758, 0.748, -4.903], [4.232, 1.272, -3.301], [4.747, 3.055, -4.245]],
  "lowdin_charge": [-0.09, -0.32, -0.08, 0.06, 0.07, 0.06, 0.10, 0.10, 0.08, -0.06, -0.28, -0.10, 0.07, 0.08, 0.05, 0.11, 0.10, 0.05, -0.07, -0.30, -0.08, 0.07, 0.08, 0.06, 0.08, 0.12, 0.09, -0.08, -0.32, -0.08, 0.06, 0.08, 0.08, 0.11, 0.08, 0.04, -0.08, -0.30, -0.08, 0.07, 0.06, 0.08, 0.07, 0.09, 0.08, -0.08, -0.30, -0.10, 0.08, 0.06, 0.06, 0.11, 0.11, 0.03, -0.06, -0.26, -0.09, 0.05, 0.06, 0.06, 0.11, 0.08, 0.05, -0.07, -0.33, -0.08, 0.07, 0.07, 0.08, 0.09, 0.07, 0.03, -0.07, -0.26, -0.12, 0.08, 0.07, 0.07, 0.08, 0.12, 0.09, -0.08, -0.31, -0.10, 0.07, 0.06, 0.06, 0.12, 0.09, 0.04, -0.08, -0.31, -0.11, 0.07, 0.06, 0.07, 0.11, 0.10, 0.04, -0.06, -0.28, -0.09, 0.07, 0.07, 0.05, 0.11, 0.09, 0.09, -0.08, -0.28, -0.12, 0.07, 0.08, 0.08, 0.12, 0.10, 0.05, -0.09, -0.31, -0.08, 0.08, 0.07, 0.07, 0.11, 0.10, 0.07],
  "multiplicity": 1,
  "largest_force_ev_per_a": 2.39,
  "gap_ha": 0.3603
}

Relative energy (zero: lowest compared OMol25 entry of this formula, charge and spin)
In order: 0.00, 229.70
Unit: kJ/mol
M
In order: 156.16, 644.97
Unit: g mol⁻¹